(1)
Below is 2 unconnected molecules or ions with the total composition C3H7IN2 in a non-equilibrium geometry, with properties calculated with ωB97M-V/def2-TZVPD.

Atoms and positions in Å:
1 C 0.4204 -2.3616 1.2032
2 C -1.1142 1.5023 -1.1537
3 C -0.1291 0.9291 -0.1096
4 N -0.0079 -1.4243 0.4670
5 N 0.1282 -0.5081 -0.3866
6 I 3.1572 -0.0161 0.0708
7 H -0.2329 -2.9679 1.8646
8 H 1.4731 -2.4968 1.2779
9 H -0.5986 2.3290 -1.6190
10 H -1.3853 0.6940 -1.8676
11 H -1.9470 1.8831 -0.5925
12 H 0.8191 1.4958 -0.0458
13 H -0.5829 0.9414 0.8912

Cartesian forces (eV/Å) of the 3 atoms listed first:
-0.2 0.6 -0.3
1.1 -0.8 0.4
-0.8 -1.4 1.1

## Properties
Total charge = 0
Spin multiplicity = 3
<S²> = 2.010



(2)
Below is 2 unconnected molecules or ions with the total composition C3H7INO in a non-equilibrium geometry, with properties calculated with ωB97M-V/def2-TZVPD.

Atoms and positions in Å:
1 C -0.7397 -1.2158 -0.2692
2 C 2.7068 -0.9184 0.3720
3 C -1.7455 1.0710 0.1683
4 N -1.0015 0.1103 -0.6882
5 O 1.5942 -0.5933 0.0371
6 I 4.3831 0.2966 0.0185
7 H -0.9351 -1.3398 0.8068
8 H 2.9493 -1.8576 0.8800
9 H -2.6422 0.5901 0.5589
10 H -1.1291 1.3906 1.0062
11 H -2.0296 1.9464 -0.4133
12 H -0.0137 0.4319 -0.8323
13 H -1.3970 0.0879 -1.6448

Cartesian forces (eV/Å) of the 3 atoms listed first:
0.3 -2.1 -0.2
-0.2 0.4 -0.3
-0.5 0.6 0.6

## Properties
Total charge = +1



(3)
Below is a molecular structure, C3H7INO in a non-equilibrium geometry, with properties calculated with ωB97M-V/def2-TZVPD.

Atoms and positions in Å:
1 C -0.3728 -0.8520 1.0204
2 C -0.1770 -0.9169 -1.0177
3 C 0.4395 0.0117 0.0312
4 N -0.0489 1.4467 0.0362
5 O -1.2239 -1.1794 -0.0851
6 I 2.6408 0.0921 -0.0301
7 H 0.2361 -1.6339 1.3862
8 H -1.0409 -0.2384 1.8390
9 H -0.4272 -0.4405 -1.9208
10 H 0.4377 -1.7269 -1.2748
11 H -0.4218 1.7329 -0.8806
12 H 0.7284 2.1674 0.1809
13 H -0.7699 1.5372 0.7152

Cartesian forces (eV/Å) of the 3 atoms listed first:
-2.1 3.4 0.8
-0.2 1.9 1.2
2.2 -0.3 0.2

## Properties
Total charge = +1



(4)
Below is a molecular structure, C3H7MgO3Zn in a non-equilibrium geometry, with properties calculated with ωB97M-V/def2-TZVPD.

Atoms and positions in Å:
1 O -0.8577 2.1863 0.2781
2 C -1.9042 1.3764 -0.1320
3 C -1.6768 -0.0730 0.2793
4 O -0.3206 -0.4019 -0.0805
5 C 0.0451 -1.7111 -0.0024
6 Zn 0.7792 1.3159 0.1467
7 H -2.0394 1.4038 -1.2337
8 H -2.8750 1.6826 0.3062
9 H -2.3648 -0.7615 -0.2325
10 H -1.7697 -0.2015 1.3686
11 H 4.5635 -1.2483 -0.3858
12 H -0.7375 -2.4516 -0.1758
13 Mg 3.3993 1.0791 -0.1092
14 O 4.6862 -0.2726 -0.3160
15 H 1.0723 -1.9226 0.2892

Cartesian forces (eV/Å) of the 3 atoms listed first:
-0.2 0.0 0.1
-0.3 -0.1 -0.2
-0.7 -0.1 0.2

## Properties
Total charge = 0
Spin multiplicity = 2
<S²> = 0.753



(5)
Below is 2 unconnected molecules or ions with the total composition C3H7N in a non-equilibrium geometry, with properties calculated with ωB97M-V/def2-TZVPD.

Atoms and positions in Å:
1 C 1.3803 -1.8330 3.3372
2 C 1.1763 -0.6494 3.8910
3 H 2.1516 -2.1676 2.6517
4 H 0.6216 -2.5998 3.5024
5 H 1.9847 0.0371 4.0958
6 H 0.3551 -0.5680 4.5898
7 C -1.5126 1.9215 -4.5214
8 N -2.2365 0.9309 -4.2102
9 H -0.4261 1.9163 -4.4011
10 H -1.8870 2.8647 -4.8990
11 H -1.6074 0.1473 -4.0362

Cartesian forces (eV/Å) of the 3 atoms listed first:
-1.0 -0.7 -0.5
0.9 -0.7 1.5
0.4 0.5 0.3

## Properties
Total charge = 0
SMILES string = C=C.C=N



(6)
Below is 2 unconnected molecules or ions with the total composition C3H7N2 in a non-equilibrium geometry, with properties calculated with ωB97M-V/def2-TZVPD.

Atoms and positions in Å:
1 C 3.0664 0.3757 -0.3127
2 C -2.0782 0.0024 0.0870
3 C -1.0275 0.0048 0.7381
4 N 2.0723 -0.3048 0.1010
5 N -3.1869 0.0688 -0.5521
6 H 3.0132 1.4093 -0.6393
7 H 4.1179 -0.1639 -0.3168
8 H 0.0970 -0.1335 0.2994
9 H -0.8854 -0.0690 1.7918
10 H 2.1694 -1.2371 0.3694
11 H -3.8795 -0.7606 -0.4397
12 H -3.4788 0.8078 -1.1262

Cartesian forces (eV/Å) of the 3 atoms listed first:
1.8 -3.0 0.8
-2.8 0.7 -1.5
4.4 -1.0 0.0

## Properties
Total charge = +1



Ordered DFT total energy results: -14301.07413; -14851.14395; -14853.61106; -63227.47832; -4712.36619; -6194.55960; unit eV.
Ordered ΔE to the lowest compared entry with this formula, charge and spin results: 0.0; 410.5; 172.5; 0.0; 172.8; 284.8; unit kJ/mol.
Ordered M results: 198.007; 199.999; 199.999; 180.781; 57.096; 71.103; unit g mol⁻¹.